No. 1
DFT (ωB97M-V with the def2-TZVPD basis set) results for C3H2FIrO2 as an isolated structure at a distorted geometry.

Geometry as XYZ:
```
9
Properties=species:S:1:pos:R:3:forces:R:3:lowdin_spin:R:1
F 1.0982 1.6016 -0.9767 1.242 -0.038 -0.634 0.41
O -0.3428 -1.4702 -0.1966 0.634 -0.501 0.070 0.01
O -2.2964 -0.4991 -0.9910 0.505 -0.092 0.827 0.01
C 0.3473 -0.5707 0.6663 -2.155 1.083 0.497 0.03
C -0.5292 0.4763 0.5409 0.514 -1.834 1.613 0.03
C -1.3262 -0.4582 -0.3103 -0.219 0.609 -1.319 0.00
H 1.1332 -0.9149 1.3426 -0.088 0.227 -0.606 0.01
H -0.8081 1.3329 1.1465 0.434 0.008 -0.559 0.00
Ir 2.7241 0.5023 -1.2216 -0.868 0.539 0.111 3.50
```
Positions in Å, forces in eV/Å.

## Properties
Multiplicity: 5
Calculated total energy (Ha): -469.92490
LUMO (alpha / beta) (eV): -0.28 / -2.74
HOMO energy (alpha / beta) (eV): -8.9 / -9.5
Frontier orbital gap (alpha / beta) (eV): 8.640 / 6.805
<S²>: 6.006
M (g/mol): 281.26

No. 2
DFT (ωB97M-V with the def2-TZVPD basis set) results for a 2-piece molecular cluster, C3H2FNOS2 overall at a distorted geometry.

Geometry as XYZ:
```
10
Properties=species:S:1:pos:R:3:forces:R:3:mulliken_charge:R:1
C 1.2554 -1.0946 1.7273 0.084 0.656 -0.271 -0.65
C 1.5043 -1.0403 0.5476 0.270 0.306 0.318 0.44
C -1.5309 0.7073 -0.4781 -0.693 0.591 -0.678 0.49
N -0.5004 0.9277 -1.1477 1.640 0.655 -0.802 -0.19
O 1.8593 -1.0711 -0.7045 0.033 0.637 -0.657 -0.49
F -0.5530 1.9015 -2.2531 -1.059 -1.309 1.619 -0.23
S -3.2294 0.8969 -0.2182 -0.687 0.941 -0.832 -0.08
S -1.9199 -0.2321 0.9038 0.992 -0.895 0.698 -0.01
H 1.2424 -0.8206 2.7656 -0.174 -0.473 -0.307 0.34
H 1.8720 -0.1747 -1.1427 -0.405 -1.109 0.913 0.39
```
Positions in Å, forces in eV/Å.

## Properties
SMILES: FN=C1SS1.C#CO
Multiplicity: 1
Calculated total energy (Ha): -1141.53732
LUMO (eV): -0.66
HOMO energy (eV): -9.4
Frontier orbital gap (eV): 8.774
Relative energy (zero: lowest compared OMol25 entry of this formula, charge and spin) (kJ/mol): 520.8
M (g/mol): 151.19

No. 3
DFT (ωB97M-V with the def2-TZVPD basis set) results for an isolated molecule of C3H2FO at a distorted geometry.

Geometry as XYZ:
```
7
Properties=species:S:1:pos:R:3:forces:R:3:lowdin_spin:R:1
C 1.3855 -0.2480 0.1428 -1.247 -0.852 0.682 0.09
C 0.6134 -1.1333 -0.4002 2.560 0.668 -1.414 0.29
C 0.0047 0.3482 -0.0827 -1.675 -1.007 -0.511 0.13
O -0.3744 1.2048 -0.8810 0.419 -0.737 1.158 0.40
H 2.2204 0.0236 0.7838 -0.071 -0.079 -0.441 0.03
H 0.4128 -1.9793 -1.0511 -0.185 0.186 0.521 0.02
F -0.9679 -0.2813 0.8351 0.200 1.821 0.004 0.05
```
Positions in Å, forces in eV/Å.

## Properties
Multiplicity: 2
Calculated total energy (Ha): -290.44972
LUMO (alpha / beta) (eV): 0.64 / -1.64
HOMO energy (alpha / beta) (eV): -9.4 / -11.0
Frontier orbital gap (alpha / beta) (eV): 10.030 / 9.357
<S²>: 0.762
Relative energy (zero: lowest compared OMol25 entry of this formula, charge and spin) (kJ/mol): 152.7
M (g/mol): 73.05

No. 4
DFT (ωB97M-V with the def2-TZVPD basis set) results for C3H2FO2Rh as an isolated structure at a distorted geometry.

Geometry as XYZ:
```
9
Properties=species:S:1:pos:R:3:forces:R:3:lowdin_spin:R:1
F 1.0618 -1.2080 1.6695 -3.466 0.964 -0.296 0.04
O -1.3277 0.5208 -0.8525 2.547 -0.093 -2.573 0.39
O -0.4526 0.4565 1.6481 1.548 -4.144 0.333 0.26
C -0.1336 0.1747 -1.2636 -4.144 -2.571 0.251 0.13
C 0.7098 -0.3890 -0.2805 -0.111 2.050 -2.358 0.48
C 0.1087 -0.4434 0.9964 6.396 -0.204 5.242 0.08
H -0.1151 -0.3266 -2.2437 0.434 1.289 -0.659 0.01
H 1.7856 -0.4186 -0.4341 0.010 -0.850 0.298 0.01
Rh -1.6370 1.6336 0.7604 -3.214 3.557 -0.238 2.59
```
Positions in Å, forces in eV/Å.

## Properties
Multiplicity: 5
Calculated total energy (Ha): -475.41287
LUMO (alpha / beta) (eV): -11.85 / -13.82
HOMO energy (alpha / beta) (eV): -21.3 / -22.4
Frontier orbital gap (alpha / beta) (eV): 9.431 / 8.565
<S²>: 6.019
Net charge: +2
Relative energy (zero: lowest compared OMol25 entry of this formula, charge and spin) (kJ/mol): 0.0
M (g/mol): 191.95

No. 5
DFT (ωB97M-V with the def2-TZVPD basis set) results for C3H2FO2Tm as an isolated structure at a distorted geometry.

Geometry as XYZ:
```
9
Properties=species:S:1:pos:R:3:forces:R:3:lowdin_spin:R:1
H -1.1441 2.3637 1.6797 -0.706 0.644 0.329 0.03
F 1.0026 -1.2491 -0.0351 -0.802 0.338 0.586 0.03
O -0.5761 -2.5572 0.6891 0.165 1.247 0.053 0.12
O -0.2560 2.1290 1.3458 0.911 -3.100 -0.386 0.30
C -0.1369 -1.4109 0.6043 1.479 -3.456 -1.592 0.09
C -0.7620 -0.2415 1.1020 -2.117 -0.945 1.427 0.61
C -0.0346 0.9021 1.1368 1.306 5.595 -0.121 0.80
H -1.7245 -0.3336 1.6123 -0.195 0.023 -0.288 0.03
Tm -0.2483 -4.8429 0.0471 -0.041 -0.346 -0.008 1.00
```
Positions in Å, forces in eV/Å.

## Properties
Multiplicity: 4
Calculated total energy (Ha): -1449.67100
LUMO (alpha / beta) (eV): -13.57 / -17.14
HOMO energy (alpha / beta) (eV): -23.6 / -22.2
Frontier orbital gap (alpha / beta) (eV): 10.073 / 5.073
<S²>: 3.759
Net charge: +3
Relative energy (zero: lowest compared OMol25 entry of this formula, charge and spin) (kJ/mol): 0.0
M (g/mol): 257.98

No. 6
DFT (ωB97M-V with the def2-TZVPD basis set) results for an isolated ion of composition C3H2FO3 and charge -1 at a distorted geometry.

Geometry as XYZ:
```
9
Properties=species:S:1:pos:R:3:forces:R:3:mulliken_charge:R:1
C -0.1277 1.5430 -0.1869 -1.849 -0.373 -0.860 0.35
C 0.5983 -1.1129 0.3690 -2.721 2.457 2.297 -0.23
C -0.4246 0.1658 -0.2471 1.502 -3.463 0.950 0.58
O -0.1069 1.0046 -1.4007 1.148 -0.145 -1.114 -0.41
O -0.2409 2.6453 0.1826 0.591 2.421 1.312 -0.54
O 1.7902 -0.8203 0.6872 0.836 0.440 -0.050 -0.77
F -1.7173 -0.2615 -0.3790 -0.197 0.363 0.365 -0.28
H -0.1987 -1.2991 1.3164 1.187 -0.049 -1.476 0.06
H 0.4277 -1.8651 -0.3415 -0.496 -1.650 -1.423 0.25
```
Positions in Å, forces in eV/Å.

## Properties
SMILES: O=C1O[C@@]1(F)C[O-]
Multiplicity: 1
Calculated total energy (Ha): -441.04920
LUMO (eV): 4.12
HOMO energy (eV): -3.3
Frontier orbital gap (eV): 7.445
Net charge: -1
Relative energy (zero: lowest compared OMol25 entry of this formula, charge and spin) (kJ/mol): 384.0
M (g/mol): 105.04

No. 7
DFT (ωB97M-V with the def2-TZVPD basis set) results for C3H2FOTl as an isolated structure at a distorted geometry.

Geometry as XYZ:
```
8
Properties=species:S:1:pos:R:3:forces:R:3:mulliken_charge:R:1
C 0.4693 0.4718 -0.7814 1.714 -1.066 -4.993 0.34
C 0.6180 0.7087 0.5907 -1.086 -0.120 2.700 -0.05
O -0.1961 -0.3066 1.1516 -0.782 -0.763 -0.944 -0.05
C -0.5312 -1.1332 0.1994 4.752 5.349 -0.317 0.20
F 1.5278 0.3696 -1.6061 -2.542 0.201 2.181 -0.06
H -0.4375 0.8315 -1.2809 -0.001 -0.198 -0.139 0.40
H 0.4367 1.6868 1.0443 0.945 -0.048 0.375 0.36
Tl -1.8870 -2.6286 0.6822 -3.001 -3.354 1.137 0.86
```
Positions in Å, forces in eV/Å.

## Properties
Multiplicity: 1
Calculated total energy (Ha): -462.07535
LUMO (alpha / beta) (eV): -13.13 / -12.40
HOMO energy (alpha / beta) (eV): -20.5 / -19.5
Frontier orbital gap (alpha / beta) (eV): 7.411 / 7.074
Net charge: +2
Relative energy (zero: lowest compared OMol25 entry of this formula, charge and spin) (kJ/mol): 359.9
M (g/mol): 277.43

No. 8
DFT (ωB97M-V with the def2-TZVPD basis set) results for C3H2FeO3 as an isolated structure at a distorted geometry.

Geometry as XYZ:
```
9
Properties=species:S:1:pos:R:3:forces:R:3:lowdin_spin:R:1
O -0.5277 -3.6991 2.0392 0.230 1.246 -0.451 0.01
C -0.3177 -2.6572 1.6930 -0.079 -0.698 0.405 0.02
O -0.8861 -0.4628 -0.8614 0.248 0.173 0.384 0.27
C -0.5353 0.5611 -1.3891 0.048 -0.897 -0.044 0.66
C 0.4217 1.5453 -0.7268 -1.619 0.530 -2.115 0.21
O 0.7622 1.1220 0.5181 0.369 0.464 0.256 0.74
H 1.2597 1.6919 -1.4362 0.156 0.499 0.534 0.03
Fe 0.1106 -0.5369 0.9618 -0.625 -1.496 0.273 4.01
H -0.2873 2.4357 -0.7987 1.272 0.180 0.757 0.05
```
Positions in Å, forces in eV/Å.

## Properties
Multiplicity: 7
Calculated total energy (Ha): -1604.03230
LUMO (alpha / beta) (eV): -9.98 / -14.23
HOMO energy (alpha / beta) (eV): -19.8 / -22.8
Frontier orbital gap (alpha / beta) (eV): 9.772 / 8.579
<S²>: 12.016
Net charge: +2
Relative energy (zero: lowest compared OMol25 entry of this formula, charge and spin) (kJ/mol): 0.0
M (g/mol): 141.89

No. 9
DFT (ωB97M-V with the def2-TZVPD basis set) results for C3H2HoLiO3 as an isolated structure at a distorted geometry.

Geometry as XYZ:
```
10
Properties=species:S:1:pos:R:3:forces:R:3:lowdin_spin:R:1
C 1.3799 -1.1221 -0.2671 3.511 2.973 1.283 0.60
C 0.2399 -0.1706 -0.2198 -1.105 -1.436 -1.496 0.11
O -1.0034 -0.8322 -0.4040 1.361 -0.085 -0.742 0.02
C -2.1359 -0.2686 0.0695 -1.018 0.801 1.091 0.01
O -1.9995 0.7305 0.8121 0.320 -0.397 -0.544 0.03
O 2.5169 -0.5551 -0.0993 -2.215 -2.052 -0.683 0.18
Li -3.8722 0.4242 0.8035 0.113 -0.070 -0.063 0.00
H 0.2551 0.3900 0.7297 0.091 0.402 -0.530 0.01
H 0.5705 0.2909 -1.2426 -0.940 0.302 1.613 0.01
Ho 4.0487 1.1130 -0.1820 -0.119 -0.438 0.073 3.04
```
Positions in Å, forces in eV/Å.

## Properties
Multiplicity: 5
Calculated total energy (Ha): -1296.03433
LUMO (alpha / beta) (eV): -10.05 / -10.06
HOMO energy (alpha / beta) (eV): -14.0 / -13.8
Frontier orbital gap (alpha / beta) (eV): 3.908 / 3.726
<S²>: 6.007
Net charge: +2
Relative energy (zero: lowest compared OMol25 entry of this formula, charge and spin) (kJ/mol): 200.3
M (g/mol): 257.92

No. 10
DFT (ωB97M-V with the def2-TZVPD basis set) results for C3H2IN2 as an isolated structure at a distorted geometry.

Geometry as XYZ:
```
8
Properties=species:S:1:pos:R:3:forces:R:3:mulliken_charge:R:1
C -0.3903 -1.3868 -0.0249 -0.557 -0.274 -0.138 0.47
C 0.3775 0.4898 0.3966 1.495 -1.063 -0.659 -0.16
C -0.7801 0.4299 -0.7015 0.593 0.434 2.010 -0.05
N 0.4732 -1.4176 0.7452 1.381 -0.772 1.384 -0.25
N -1.2269 -0.7714 -0.8238 -0.820 0.949 -1.496 -0.26
I 2.4536 0.7422 0.0368 -1.162 0.361 -0.369 0.45
H 0.3194 0.5822 1.4898 -1.119 0.578 -0.480 0.42
H -1.2264 1.3316 -1.1181 0.188 -0.213 -0.251 0.37
```
Positions in Å, forces in eV/Å.

## Properties
Multiplicity: 1
Calculated total energy (Ha): -522.26325
LUMO (eV): -6.82
HOMO energy (eV): -15.2
Frontier orbital gap (eV): 8.386
Net charge: +1
Relative energy (zero: lowest compared OMol25 entry of this formula, charge and spin) (kJ/mol): 136.1
M (g/mol): 192.97